Molecular formula: C4H3LiOYb
Method: DFT, ωB97M-V with the def2-TZVPD basis set

CARTESIAN COORDINATES (ANGSTROEM)
C: -1.376 0.556 -0.722
H: 3.015 -1.558 0.319
H: 2.091 0.019 -1.670
C: 1.706 -0.117 -0.649
Li: -2.813 -1.788 -1.811
C: 2.188 -0.838 0.344
Yb: 0.764 0.465 1.678
C: -0.149 1.031 -0.558
O: -2.114 -0.392 -0.888
H: 0.063 2.072 -0.820

Atoms 1-2, force components in eV/Å:
C 0.1640 -1.5966 -0.5358
H -0.2607 -0.0355 0.4641

Computed properties:
Total charge   +2
Energy above the lowest of the compared OMol25 structures with the same formula, charge and spin   0.0 kcal per mole
2S+1   3

Molecular formula: C4H3MnO2
Method: DFT, ωB97M-V with the def2-TZVPD basis set

CARTESIAN COORDINATES (ANGSTROEM)
C: 0.316 -0.117 0.924
H: 1.109 1.100 -0.822
H: -1.257 -0.695 -1.161
C: -0.336 -0.154 -1.422
Mn: -1.185 1.432 -3.719
C: 0.563 0.157 -0.455
O: -0.278 0.574 -2.530
C: 0.204 -0.459 2.084
O: 0.026 -0.935 3.289
H: 0.838 -0.903 3.811

Atoms 1-2, force components in eV/Å:
C 0.7003 -0.6217 0.5737
H 0.1298 -1.7612 1.1633

Computed properties:
Total charge   +1
Energy above the lowest of the compared OMol25 structures with the same formula, charge and spin   60.7 kcal per mole
2S+1   6

Molecular formula: C4H3N2
Method: DFT, ωB97M-V with the def2-TZVPD basis set

CARTESIAN COORDINATES (ANGSTROEM)
C: 2.502 -0.118 0.049
C: -0.258 0.824 -0.019
H: -2.807 -1.312 0.013
C: 0.492 1.844 0.034
C: -1.731 -1.146 0.048
H: -1.138 -2.019 -0.052
N: 3.324 -0.859 0.025
N: -1.152 -0.059 0.015
H: 0.767 2.846 -0.112

Atoms 1-2, force components in eV/Å:
C -6.7915 6.3904 0.0735
C -0.9266 -0.6081 0.3175

Computed properties:
Total charge   +1
Energy above the lowest of the compared OMol25 structures with the same formula, charge and spin   125.3 kcal per mole
2S+1   1

Molecular formula: C4H3N2O4P
Method: DFT, ωB97M-V with the def2-TZVPD basis set

CARTESIAN COORDINATES (ANGSTROEM)
P: 0.940 -2.435 -2.008
C: -0.052 -0.826 -2.221
C: 0.223 0.478 1.004
O: 0.535 -3.220 -0.524
C: -0.059 -0.087 -1.023
C: 0.252 1.293 -0.936
H: 0.618 2.933 -1.554
H: 0.184 -2.539 0.139
H: 0.067 0.548 2.098
O: 0.718 -3.455 -3.121
O: 2.306 -1.838 -1.933
O: 0.348 2.153 -1.973
N: -0.132 -0.583 0.304
N: 0.461 1.690 0.333

Atoms 1-2, force components in eV/Å:
P -0.0073 -0.7878 -1.6952
C -0.0243 -2.4255 2.0410

Computed properties:
Total charge   -2
2S+1   3

Molecular formula: C4H3N3
Method: DFT, ωB97M-V with the def2-TZVPD basis set

CARTESIAN COORDINATES (ANGSTROEM)
N: -0.429 -0.769 3.164
C: -0.186 -0.328 2.123
C: 0.959 0.698 -1.050
N: -0.813 -0.232 -0.186
H: -0.423 -0.841 -1.952
N: 1.113 0.724 0.303
H: 1.704 1.175 -1.679
H: -1.750 -0.599 -0.126
C: 0.043 0.125 0.789
C: -0.218 0.046 -1.386

Atoms 1-2, force components in eV/Å:
N 0.2441 0.4063 -0.8928
C -0.2558 -0.0006 1.1621

Computed properties:
Total charge   0
Energy above the lowest of the compared OMol25 structures with the same formula, charge and spin   22.8 kcal per mole
2S+1   1

Molecular formula: C4H3N3
Method: DFT, ωB97M-V with the def2-TZVPD basis set

CARTESIAN COORDINATES (ANGSTROEM)
H: -2.381 -1.505 1.768
H: -0.412 2.089 -0.497
N: 1.086 1.168 -1.528
C: -0.808 -0.258 1.086
N: 1.623 -0.006 -1.458
N: 0.145 1.247 -0.583
C: -1.834 -0.404 1.715
H: 1.419 -1.697 -0.151
C: 0.108 0.088 0.110
C: 1.053 -0.723 -0.460

Atoms 1-2, force components in eV/Å:
H 0.8222 3.6263 0.4436
H 0.1399 -0.3587 0.0886

Computed properties:
Total charge   0
Energy above the lowest of the compared OMol25 structures with the same formula, charge and spin   85.7 kcal per mole
2S+1   1

Molecular formula: C4H3N3
Method: DFT, ωB97M-V with the def2-TZVPD basis set

CARTESIAN COORDINATES (ANGSTROEM)
N: 1.590 0.884 0.296
N: -0.343 1.087 -0.651
N: 0.922 1.636 -0.426
H: 0.688 -0.362 1.735
C: -0.493 -0.121 -0.076
H: -0.975 1.561 -1.280
C: -1.494 -1.016 -0.169
C: -2.010 -2.153 -0.390
H: 1.307 -1.216 0.314
C: 0.808 -0.301 0.647

Atoms 1-2, force components in eV/Å:
N -0.2726 0.2821 -0.2240
N -0.2297 -0.2802 0.0153

Computed properties:
Total charge   0
Energy above the lowest of the compared OMol25 structures with the same formula, charge and spin   117.8 kcal per mole
2S+1   1

Molecular formula: C4H3N3
Method: DFT, ωB97M-V with the def2-TZVPD basis set

CARTESIAN COORDINATES (ANGSTROEM)
C: 1.903 0.479 -0.033
H: 0.288 1.748 -0.836
H: 2.804 1.012 -0.020
C: -0.342 -0.080 0.067
N: -2.945 0.043 -0.053
N: 0.376 -1.178 -0.013
H: 0.569 1.706 0.963
C: -1.774 -0.024 0.058
C: 0.529 1.124 -0.024
N: 1.775 -0.787 -0.008

Atoms 1-2, force components in eV/Å:
C -3.3138 -0.6871 -0.5854
H -0.2586 1.0329 -0.9126

Computed properties:
Total charge   0
Energy above the lowest of the compared OMol25 structures with the same formula, charge and spin   44.8 kcal per mole
2S+1   1

Calculated total energy for every record listed, in sequence, given in a.u.: -1394.8738, -1455.2449, -263.1200, -906.0259, -318.4484, -318.3481, -318.2969, -318.4133.